Computed, not measured: C5H8N2 as an isolated structure, with ωB97M-V/def2-TZVPD.

The geometry in XYZ format:
```
15
Properties=species:S:1:pos:R:3
C -1.311 1.043 -0.676
C -0.106 0.598 0.081
C 1.274 0.519 -0.374
C 1.253 -1.239 -0.202
N 2.001 -2.119 -0.524
C -0.268 -0.238 1.285
N -0.079 -1.242 0.234
H -1.580 2.071 -0.405
H -1.133 1.016 -1.753
H -2.178 0.407 -0.453
H 2.032 0.953 0.280
H 1.438 0.834 -1.387
H -1.265 -0.292 1.718
H 0.534 -0.214 2.032
H -0.611 -2.095 0.145
```

Properties
* E_HOMO (alpha / beta): -7.3193 / -7.3205 eV
* orbital gap (alpha / beta): 7.60 / 7.60 eV
* net charge: 0

=====

Computed, not measured: one molecule with the formula C4H6N2O, with ωB97M-V/def2-TZVPD.

The geometry in XYZ format:
```
13
Properties=species:S:1:pos:R:3
C 0.736 1.056 -1.295
C 0.101 0.388 -0.191
C 0.533 0.346 1.152
N -0.202 -0.470 1.850
N -1.099 -1.114 1.100
C -0.813 -0.750 -0.155
O -1.511 -1.319 -1.186
H 0.512 2.166 -1.260
H 0.349 0.673 -2.240
H 1.890 0.938 -1.333
H 1.304 0.937 1.677
H 0.220 -0.874 2.684
H -2.020 -1.977 -0.801
```

Properties
* SMILES: Cc1c[nH]nc1O
* E_HOMO: -8.6902 eV
* orbital gap: 9.63 eV
* net charge: 0

=====

Computed, not measured: a 2-piece molecular cluster, C14H34BI2N3O2PS overall, with ωB97M-V/def2-TZVPD.

The geometry in XYZ format:
```
58
Properties=species:S:1:pos:R:3
C 1.212 -1.247 -2.967
C -0.249 -1.637 -3.166
I -0.251 -3.816 -2.907
C -1.093 -0.999 -2.037
B -2.388 -0.100 -2.583
C -3.781 -0.985 -2.380
C -3.991 -2.028 -3.473
C -5.168 -2.967 -3.159
S -6.785 -2.157 -3.063
C -2.549 1.262 -1.650
C -2.943 2.576 -2.281
O -3.312 3.512 -1.649
I -2.833 2.906 -4.437
H 1.344 -0.190 -3.208
H 1.901 -1.876 -3.529
H 1.401 -1.391 -1.904
H -0.621 -1.383 -4.153
H -0.427 -0.317 -1.500
H -1.407 -1.770 -1.335
H -2.303 0.103 -3.783
H -3.802 -1.478 -1.399
H -4.604 -0.263 -2.443
H -3.094 -2.635 -3.620
H -4.214 -1.542 -4.426
H -4.948 -3.467 -2.215
H -5.284 -3.744 -3.916
H -6.586 -1.192 -2.161
H -1.663 1.470 -1.040
H -3.353 1.071 -0.932
O 2.710 -0.686 0.968
P 2.825 0.296 2.094
N 2.263 -0.672 3.393
C 1.568 -0.198 4.566
C 3.179 -1.749 3.734
N 1.621 1.431 1.544
C 0.241 1.289 1.989
C 1.662 1.608 0.090
N 3.663 1.484 3.097
C 3.062 2.759 3.443
C 5.043 1.706 2.620
H 2.227 0.323 5.279
H 1.129 -1.052 5.088
H 0.733 0.449 4.318
H 4.052 -1.382 4.299
H 3.539 -2.245 2.832
H 2.673 -2.505 4.336
H -0.137 0.263 1.895
H -0.404 1.948 1.407
H 0.116 1.623 3.021
H 1.165 0.802 -0.456
H 2.690 1.667 -0.272
H 1.171 2.550 -0.165
H 2.855 3.396 2.580
H 3.760 3.288 4.099
H 2.147 2.627 4.018
H 5.069 2.253 1.669
H 5.548 0.747 2.473
H 5.623 2.265 3.357
```

Properties
* E_HOMO: -5.3600 eV
* orbital gap: 7.49 eV
* net charge: -1

=====

Computed, not measured: a 2-piece molecular cluster, C2H11N2O overall, with ωB97M-V/def2-TZVPD.

The geometry in XYZ format:
```
16
Properties=species:S:1:pos:R:3
C 0.440 -0.356 -1.438
N -0.574 -1.428 -1.551
C 0.981 -0.256 0.089
N -0.292 -0.471 1.040
H -0.078 0.701 -1.541
H 1.391 -0.520 -2.122
H -1.186 -1.101 -2.324
H -0.470 -2.335 -1.853
H 1.453 0.624 0.339
H 1.708 -1.211 0.141
H -0.761 -1.370 1.040
H -0.208 -0.323 2.044
H -1.137 0.201 0.782
H -0.858 2.854 1.162
H 0.018 2.825 2.374
O -0.427 2.167 1.820
```

Properties
* E_HOMO: -13.9309 eV
* orbital gap: 10.65 eV
* net charge: +1

=====

Computed, not measured: C20H21BN6Pd as an isolated structure, with ωB97M-V/def2-TZVPD.

The geometry in XYZ format:
```
49
Properties=species:S:1:pos:R:3
C 2.776 -0.354 -0.594
N 1.518 -0.502 -1.028
N 1.563 -0.529 -2.407
C 2.836 -0.470 -2.828
C 3.645 -0.385 -1.704
B 0.325 -0.428 -3.319
N -0.640 -1.543 -2.890
N -1.075 -1.727 -1.586
C -2.038 -2.657 -1.613
C -2.184 -3.119 -2.935
C -1.299 -2.375 -3.709
Pd -0.367 -0.697 0.077
N -0.357 0.889 -2.894
N -0.725 1.076 -1.580
C -1.247 2.307 -1.495
C -1.240 2.905 -2.780
C -0.656 1.982 -3.638
H -1.602 2.733 -0.567
H -0.428 1.998 -4.699
H -1.621 3.879 -3.054
H 0.620 -0.431 -4.484
H -1.046 -2.334 -4.765
H 3.030 -0.506 -3.891
H -2.830 -3.886 -3.290
H 4.702 -0.363 -1.709
H -2.589 -2.914 -0.719
H 3.024 -0.203 0.446
H -2.472 -1.081 0.927
C -2.007 -1.831 1.615
H -2.558 -2.778 1.537
H -0.928 -2.016 1.352
H -2.059 -1.456 2.637
C 2.546 0.549 4.457
C 2.586 -0.360 3.388
C 1.534 -0.392 2.483
C 0.462 0.493 2.593
C -0.579 0.512 1.643
C -1.658 1.348 1.737
C -1.768 2.185 2.881
C -0.778 2.213 3.840
C 0.377 1.409 3.709
C 1.449 1.384 4.633
H 3.386 0.577 5.156
H 3.413 -1.047 3.265
H 1.504 -1.100 1.654
H -2.406 1.358 0.946
H -2.653 2.805 2.974
H -0.891 2.846 4.730
H 1.401 2.038 5.502
```

Properties
* spin multiplicity: 5
* E_HOMO (alpha / beta): -21.2142 / -20.8915 eV
* orbital gap (alpha / beta): 6.33 / 4.01 eV
* net charge: +4

=====

Computed, not measured: a 2-piece molecular cluster, C9H14Si overall, with ωB97M-V/def2-TZVPD.

The geometry in XYZ format:
```
24
Properties=species:S:1:pos:R:3
C -1.019 0.566 -0.302
C 0.181 1.254 -0.306
C -0.833 -0.827 0.027
C 1.274 0.306 0.032
C 0.542 -0.904 0.274
C -2.377 1.169 -0.566
C 0.276 2.753 -0.582
C -1.955 -1.855 0.310
C 1.715 -2.741 0.651
Si 3.000 0.567 0.090
H -2.633 1.192 -1.619
H -2.276 2.177 -0.207
H -3.149 0.539 0.080
H 0.513 3.242 0.366
H -0.717 3.020 -0.839
H 1.056 3.018 -1.379
H -1.498 -2.902 0.479
H -2.691 -1.990 -0.570
H -2.521 -1.507 1.097
H 2.611 -2.267 0.903
H 1.640 -3.289 -0.298
H 1.168 -3.078 1.437
H 3.650 1.924 0.424
H 4.042 -0.367 0.498
```

Properties
* E_HOMO: -7.3531 eV
* orbital gap: 6.39 eV
* net charge: 0

=====

no.,M (g/mol),E (eV),largest force on an atom (eV/Å)
1,96.13,-8290.538,2.216
2,98.11,-9271.772,4.440
3,604.11,-60637.055,6.146
4,79.12,-7272.303,6.126
5,462.66,-34127.526,3.719
6,150.30,-17431.722,5.691